(1)
Here is a structure of composition C33H34IN3PRuS from the Open Molecules 2025 dataset. Energies are from the ωB97M-V functional and the def2-TZVPD basis.

Positions of all 74 atoms, in Å:
Ru -0.03889 1.19800 -0.15923
C 2.44999 1.13055 1.79677
N 1.97145 1.58669 0.47376
C 2.89134 1.01564 -0.54309
C 2.04400 3.06168 0.39548
C 1.32939 3.51239 -0.83165
C 1.66850 4.69539 -1.47288
C 0.96424 5.11364 -2.58924
C -0.08722 4.35100 -3.09219
C -0.45564 3.17680 -2.46650
C 0.25146 2.74809 -1.32396
H 3.47376 1.48163 1.94860
H 2.43831 0.04607 1.84023
H 1.81567 1.53328 2.58012
H 3.92326 1.26539 -0.28308
H 2.66257 1.40336 -1.53243
H 2.78630 -0.06174 -0.52989
H 3.08571 3.39288 0.41166
H 1.54960 3.46675 1.27998
H 2.49670 5.28809 -1.10207
H 1.24554 6.03280 -3.08642
H -0.61675 4.67152 -3.97952
H -1.24359 2.59904 -2.91728
I -2.52934 1.09317 -1.20876
C -3.45584 -0.54053 -0.33478
C -4.72877 -0.30616 0.09594
C -5.54634 -1.40030 0.46676
C -5.06467 -2.66254 0.33211
C -3.74069 -2.90826 -0.12087
C -3.30147 -4.24216 -0.29967
C -2.04774 -4.51693 -0.75260
C -1.15415 -3.45538 -0.97437
C -1.53390 -2.14023 -0.80557
P -0.06464 -1.09024 -0.88569
C 0.93179 -1.72119 0.46022
C 2.14160 -2.41270 0.36476
C 2.75844 -2.87397 1.51915
C 2.17712 -2.65834 2.76363
C 0.96252 -1.99336 2.86079
C 0.33653 -1.52819 1.71380
C 0.58703 -1.18540 -2.53864
C -0.38081 -1.13622 -3.55537
C 0.00172 -1.20217 -4.88211
C 1.34646 -1.32553 -5.21050
C 2.31063 -1.38058 -4.21123
C 1.94104 -1.29989 -2.87906
C -2.87057 -1.82719 -0.42664
H -5.13119 0.69773 0.12458
H -6.55631 -1.22159 0.80869
H -5.69434 -3.51355 0.55933
H -3.99334 -5.04634 -0.08052
H -1.72248 -5.53567 -0.91157
H -0.13778 -3.69771 -1.26680
H 2.58756 -2.63552 -0.59355
H 3.68612 -3.42627 1.44434
H 2.66069 -3.03679 3.65489
H 0.49143 -1.87166 3.82723
H -0.64949 -1.07814 1.77776
H -1.43384 -1.07589 -3.31045
H -0.74908 -1.17331 -5.66046
H 1.64386 -1.38947 -6.24902
H 3.35464 -1.49403 -4.46999
H 2.71517 -1.35092 -2.13128
C -0.76329 0.86841 5.34247
N -0.99933 1.00467 3.90027
C -0.61124 2.03281 3.18130
N 0.08044 3.01601 3.73048
S -1.21462 2.19870 1.51983
H -1.09776 -0.11619 5.65414
H -1.32465 1.62196 5.89665
H 0.30103 0.95581 5.56218
H -1.63368 0.36216 3.44977
H 0.26735 3.04822 4.72431
H 0.24245 3.86196 3.20697

Force components x, y, z for each atom (eV/Å):
-0.28 0.18 -0.05
-0.04 0.01 -0.02
0.06 -0.33 0.02
0.12 0.04 0.00
0.07 0.11 0.07
-0.18 0.29 -0.28
0.12 -0.04 0.09
0.01 0.06 -0.06
-0.04 -0.08 -0.02
0.41 0.10 0.18
-0.15 -0.20 -0.12
-0.02 0.02 0.04
0.02 -0.02 -0.03
0.02 0.00 0.02
-0.01 0.04 -0.04
-0.01 -0.01 -0.01
0.06 -0.06 0.02
0.00 0.00 -0.01
0.05 0.00 0.04
-0.01 0.00 -0.01
-0.01 0.00 0.01
0.02 0.01 0.01
-0.10 -0.12 -0.06
0.12 0.17 -0.15
0.10 0.08 0.02
-0.24 -0.31 0.13
0.03 0.35 -0.02
0.09 -0.17 -0.03
-0.06 -0.13 0.04
-0.17 0.05 0.07
0.24 0.06 -0.08
-0.14 -0.22 0.01
-0.05 0.10 -0.04
-0.04 0.47 0.15
0.13 -0.26 0.11
-0.07 0.06 0.07
0.01 0.00 0.00
0.05 -0.03 0.01
-0.08 0.04 -0.06
0.12 -0.16 0.06
0.02 0.04 -0.12
0.03 -0.02 -0.06
-0.03 0.02 0.03
0.04 0.00 -0.01
-0.02 0.02 0.03
0.01 0.04 -0.08
-0.10 -0.06 0.07
-0.01 0.00 0.00
0.01 0.01 0.00
0.01 0.00 -0.01
0.01 0.01 0.00
0.00 0.01 -0.01
0.00 -0.01 0.00
-0.01 0.00 -0.01
-0.01 0.01 0.01
-0.01 0.00 -0.01
0.00 0.00 0.01
-0.05 0.04 0.00
0.00 -0.01 0.00
0.01 -0.01 0.01
0.00 0.00 0.01
0.00 0.00 0.00
0.00 0.03 0.03
0.02 -0.03 -0.05
0.05 0.03 -0.04
0.00 0.04 0.15
0.00 0.09 0.00
-0.15 -0.33 0.01
-0.02 0.02 0.01
-0.01 0.01 -0.01
0.00 -0.02 -0.01
0.03 -0.03 0.01
-0.02 0.02 0.00
0.02 0.00 -0.01

Total charge: +3
HOMO-LUMO gap (spin up / spin down) in eV: 5.558 / 5.557
Relative energy (zero: lowest compared OMol25 entry of this formula, charge and spin) in kJ/mol: 0.0
Strongest force on any atom in eV/Å: 0.50
HOMO energy (spin up / spin down) in eV: -16.19 / -16.19

Mulliken atomic charge list, values in e, 5 entries:
1 Ru -0.086
2 C -0.716
3 N 0.498
4 C -1.309
5 C -0.991

=====

(2)
Here is an isolated molecule of C2H4BrNO2 at a distorted geometry from the Open Molecules 2025 dataset. Energies are from the ωB97M-V functional and the def2-TZVPD basis.

Positions of all 10 atoms, in Å:
C 0.10765 -0.12173 0.55598
C -0.91894 0.44791 -0.33582
N -1.20351 1.87237 0.04169
O -1.66026 2.60319 -0.79028
O -0.85134 2.12267 1.14428
Br -2.78856 -0.49769 -0.11142
H -0.29559 -0.14112 1.55793
H 0.82254 0.59597 0.48297
H 0.20736 -1.13569 0.30885
H -0.65894 0.31932 -1.32887

Force components x, y, z for each atom (eV/Å):
-3.53 -0.84 1.11
-2.82 -1.16 1.52
0.51 -1.54 -1.55
-0.50 0.65 -0.42
0.03 1.58 2.06
1.79 0.83 -0.29
0.17 0.23 0.40
3.20 1.15 0.02
1.20 -1.21 -0.74
-0.05 0.30 -2.10

SMILES string: C[C@@H](Br)[N+](=O)[O-]
HOMO-LUMO gap in eV: 10.237
Relative energy (zero: lowest compared OMol25 entry of this formula, charge and spin) in kJ/mol: 338.6
Strongest force on any atom in eV/Å: 3.80
HOMO energy in eV: -10.91

Mulliken atomic charge list, values in e, 5 entries:
1 C -1.207
2 C -0.172
3 N 0.944
4 O -0.551
5 O -0.520

=====

(3)
Here is a cluster of 2 separate species, C2H2ClFNO2 in total at a distorted geometry from the Open Molecules 2025 dataset. Energies are from the ωB97M-V functional and the def2-TZVPD basis.

Positions of all 9 atoms, in Å:
C -1.93128 0.25713 -0.11206
C 1.79664 -0.20346 -0.36572
N -0.83176 0.07203 0.67248
O -2.78604 -0.00252 0.80221
O -1.94266 0.62709 -1.24484
F 2.15537 -1.46732 -0.03069
Cl 3.05604 0.93381 0.13785
H 1.50104 -0.24086 -1.46964
H -1.01736 0.02410 1.61042

Force components x, y, z for each atom (eV/Å):
1.35 0.57 3.41
-0.03 -0.75 -1.40
2.96 -0.85 -3.11
-2.98 -0.54 -0.58
-0.79 0.41 -2.86
-0.14 0.42 0.29
-0.58 -0.34 -0.37
0.33 0.77 1.68
-0.12 0.32 2.95

Total charge: -1
HOMO-LUMO gap (spin up / spin down) in eV: 7.478 / 7.120
Relative energy (zero: lowest compared OMol25 entry of this formula, charge and spin) in kJ/mol: 471.4
Strongest force on any atom in eV/Å: 4.38
HOMO energy (spin up / spin down) in eV: -4.27 / -3.80

Mulliken atomic charge list, values in e, 5 entries:
1 C 0.627
2 C 0.123
3 N -0.378
4 O -0.626
5 O -0.687

=====

(4)
Here is an isolated molecule of C3H9NO at a distorted geometry from the Open Molecules 2025 dataset. Energies are from the ωB97M-V functional and the def2-TZVPD basis.

Positions of all 14 atoms, in Å:
C 0.98358 0.47068 -0.25460
C -0.38725 0.07889 -0.27353
C -0.84684 -1.04422 0.59581
O -1.62281 -1.93973 -0.12109
N 1.33220 1.75181 -0.74442
H 1.17182 0.36075 0.80733
H 1.55631 -0.28370 -0.76298
H -1.08638 0.96838 0.03379
H -0.62543 -0.06612 -1.32988
H -0.07735 -1.81926 1.03228
H -1.44996 -0.66518 1.40617
H -1.63101 -2.70951 0.40016
H 0.61455 2.48041 -0.61546
H 2.06855 2.41682 -0.17359

Force components x, y, z for each atom (eV/Å):
2.51 -0.27 2.83
-4.33 2.22 -1.43
1.71 -2.38 1.25
-1.40 0.46 -2.17
1.73 5.21 0.74
1.13 0.09 0.57
0.53 -0.38 -0.25
1.37 -1.16 -0.58
-0.68 -0.56 0.08
-0.17 2.46 -0.32
0.10 0.32 0.64
-0.42 -1.63 0.62
-0.60 -1.11 -0.49
-1.48 -3.28 -1.49

SMILES string: NCCCO
HOMO-LUMO gap in eV: 10.240
Relative energy (zero: lowest compared OMol25 entry of this formula, charge and spin) in kJ/mol: 246.7
Strongest force on any atom in eV/Å: 5.54
HOMO energy in eV: -9.27

Mulliken atomic charge list, values in e, 5 entries:
1 C -0.438
2 C -0.384
3 C -0.438
4 O -0.504
5 N -0.659

=====

> Which of these has the highest strongest force on any atom?

C3H9NO